C5H14N | the ωB97M-V functional and the def2-TZVPD basis

The frontier orbital gap comes out at 8.73 eV. The calculation puts the electronic energy at -6894.478 eV. The calculation puts the lowest unoccupied orbital energy at -5.67 eV. As for the multiplicity: 1. As for the total charge: +1.

XYZ file:
```
20
Properties=species:S:1:pos:R:3:mulliken_charge:R:1
C 1.83 2.43 -1.12 -0.0150
N 1.03 2.93 -0.27 -0.0257
H 2.57 3.05 -1.62 0.2882
H 1.77 1.37 -1.33 0.2589
H 0.29 2.31 0.10 0.2716
H 1.02 3.92 -0.07 0.2832
C -1.02 0.58 0.48 -1.0585
C -0.36 -3.26 0.21 -1.2815
C -0.70 -1.85 -0.26 -0.3260
C -0.74 -0.87 0.92 -0.4686
H -0.67 0.77 -0.54 0.2666
H -0.48 1.23 1.19 0.2662
H -2.07 0.87 0.52 0.2944
H -0.20 -3.91 -0.65 0.3554
H -1.18 -3.69 0.78 0.3304
H 0.55 -3.25 0.80 0.3380
H -1.65 -1.79 -0.80 0.3297
H 0.07 -1.51 -0.96 0.2628
H -1.47 -1.11 1.68 0.3444
H 0.24 -0.91 1.41 0.2856
```

C5H14N | the ωB97M-V functional and the def2-TZVPD basis

The frontier orbital gap comes out at 6.78 eV. The calculation puts the electronic energy at -6889.304 eV. The calculation puts the lowest unoccupied orbital energy at -9.11 eV. As for the multiplicity: 1. As for the total charge: +1.

XYZ file:
```
20
Properties=species:S:1:pos:R:3:mulliken_charge:R:1
C 0.41 -0.82 1.56 -1.1029
C -0.18 -0.86 0.07 -0.2022
C -0.84 0.58 -0.26 0.4955
C -2.12 0.83 0.54 -1.3831
C 0.27 1.60 0.00 -1.2162
N 0.69 -0.93 -0.99 -0.0908
H 1.38 -0.37 1.34 0.4162
H 0.55 -1.81 1.99 0.3682
H -0.18 -0.19 2.21 0.2963
H -0.95 -1.66 -0.09 0.5363
H -1.11 0.47 -1.30 0.3548
H -1.92 1.33 1.50 0.3367
H -2.67 -0.09 0.76 0.3677
H -2.82 1.53 0.07 0.3809
H 1.12 1.10 -0.53 0.4162
H 0.59 1.84 1.01 0.3101
H 0.19 2.57 -0.48 0.3790
H 1.46 -1.62 -0.85 0.3387
H 2.77 -1.55 -3.16 -0.1813
H 3.36 -1.94 -3.38 0.1799
```

C5H14N | the ωB97M-V functional and the def2-TZVPD basis

The frontier orbital gap comes out at 7.31 eV. The calculation puts the electronic energy at -6889.847 eV. The calculation puts the lowest unoccupied orbital energy at -8.06 eV. As for the multiplicity: 1. As for the total charge: +1.

XYZ file:
```
20
Properties=species:S:1:pos:R:3:mulliken_charge:R:1
C 1.72 -0.24 0.38 0.1218
C 1.19 0.89 -0.53 -0.7184
C -0.22 0.69 -1.04 -0.7113
C -1.35 0.77 0.04 -0.2443
C -2.30 -0.40 -0.09 -1.3130
N 1.08 -1.38 0.31 -0.0773
H 1.10 -0.22 1.39 -0.1129
H 2.78 -0.32 0.49 0.4677
H 1.28 1.85 -0.02 0.3231
H 1.90 0.95 -1.37 0.3881
H -0.34 1.39 -1.86 0.4150
H -0.29 -0.31 -1.48 0.3530
H -0.80 0.78 0.99 0.2627
H -1.89 1.70 -0.10 0.3788
H -2.87 -0.34 -1.01 0.3407
H -2.98 -0.49 0.75 0.3648
H -1.74 -1.34 -0.06 0.3324
H 0.33 -1.47 3.30 0.2181
H 0.86 -1.00 3.04 -0.1158
H 1.76 -2.16 0.23 0.3266
```

C5H14N2 | the ωB97M-V functional and the def2-TZVPD basis

The frontier orbital gap (spin up / spin down) comes out at 7.68 / 7.66 eV. The calculation puts the electronic energy at -8386.500 eV. The calculation puts the lowest unoccupied orbital energy (spin up / spin down) at 1.00 / 0.99 eV. As for the multiplicity: 1.

XYZ file:
```
21
Properties=species:S:1:pos:R:3:mulliken_charge:R:1
C 0.29 -0.13 -0.48 -0.1596
C -1.30 1.16 0.82 -0.6444
C 2.21 -0.47 -1.38 -1.0482
C -0.15 -1.52 -0.10 -1.3605
C -2.48 0.97 -0.09 -0.8609
N 0.80 0.77 0.39 -0.1282
N 1.38 0.34 1.51 -0.3570
H -0.12 0.31 -1.37 0.4984
H 1.41 -0.65 1.73 0.1898
H 2.15 0.91 1.83 0.2311
H -1.05 2.20 0.99 0.3349
H -1.36 0.62 1.76 0.3522
H -0.52 -2.04 -0.99 0.3001
H 1.92 -1.05 -2.25 0.3497
H 2.64 0.49 -1.63 0.3579
H 2.82 -1.04 -0.68 0.2852
H -0.94 -1.53 0.65 0.3880
H 0.69 -2.11 0.28 0.4030
H -2.76 -0.08 -0.18 0.2507
H -2.29 1.35 -1.10 0.2675
H -3.37 1.50 0.28 0.3504
```